A cluster of 3 separate species, C9H17Cl3O2 in total, computed with the ωB97M-V functional and the def2-TZVPD basis.

```
! wB97M-V def2-TZVPD RIJCOSX def2/J DEFGRID3
* xyz 0 1
C 4.312 2.292 1.171
Cl 3.969 3.448 2.484
Cl 2.716 1.842 0.431
Cl 5.176 0.858 1.757
H 4.902 2.804 0.411
C -3.205 4.047 -4.469
C -2.549 4.048 -3.089
C -1.653 5.310 -3.200
O -1.348 5.505 -4.515
C -2.385 5.058 -5.309
H -4.217 4.376 -4.233
H -3.272 3.046 -4.895
H -1.967 3.150 -2.887
H -3.299 4.126 -2.302
H -0.705 5.095 -2.708
H -2.167 6.207 -2.854
H -2.016 4.721 -6.277
H -3.028 5.923 -5.474
C 1.355 -4.733 4.039
C 0.332 -5.784 4.425
C 0.235 -6.705 3.259
O 1.219 -6.220 2.345
C 1.371 -4.871 2.545
H 2.348 -5.097 4.305
H 1.302 -3.712 4.416
H -0.545 -5.236 4.769
H 0.668 -6.386 5.269
H -0.731 -6.669 2.756
H 0.369 -7.754 3.524
H 0.540 -4.286 2.151
H 2.275 -4.404 2.153
*
```

Values from the calculation:
Energy relative to the best compared isomer or geometry (same formula, charge and spin) in kJ/mol: 9.8
Kohn-Sham gap in eV: 10.01
Electronic energy in eV: -51269.0185
Molar mass in g/mol: 263.592
Structure (SMILES): ClC(Cl)Cl.C1CCOC1.C1CCOC1
E_HOMO in hartree: -0.35024